66
Properties=species:S:1:pos:R:3:forces:R:3:lowdin_charge:R:1 method="wB97M-V/def2-TZVPD" e_tot_ha=-4949.24799 e_homo_ev=-8.12
C 4.126208 -2.730799 -0.025727 0.209 0.758 0.057 -0.09
C 4.809189 -1.433567 -0.525007 0.286 -0.808 0.434 -0.21
C 4.407302 -0.194687 0.257534 0.512 -0.007 -0.796 -0.24
O 3.112181 0.284339 -0.116316 0.232 0.004 0.696 -0.15
C 3.035477 1.665920 0.242040 -0.205 0.026 -0.389 -0.15
C 1.618175 2.191707 0.293669 0.682 -0.129 -0.254 -0.11
C 1.380402 3.412481 -0.300356 0.772 0.479 -0.347 0.00
C 0.146806 4.001486 -0.316669 -1.374 1.187 0.605 -0.26
C -0.093156 5.308356 -1.015139 0.173 -0.186 -0.513 -0.75
I -0.058032 7.152941 0.018722 0.200 -0.516 -0.074 0.90
C -0.347497 5.240602 -2.321138 -0.130 0.181 -0.345 -0.80
C -0.390495 3.914728 -3.068563 -0.147 0.425 -0.492 -0.13
I -0.735997 6.942796 -3.530758 0.102 -0.426 0.248 0.81
C -0.948913 3.367141 0.290890 -0.156 0.009 -0.209 -0.20
C -2.339081 3.937429 0.335134 -0.750 0.529 0.499 -0.15
C -2.815045 4.307401 1.777434 0.218 0.135 0.084 -0.28
N -1.897622 5.163843 2.527083 -0.591 -0.282 -0.054 0.00
C -0.699629 2.141234 0.873125 -0.581 -1.149 0.521 -0.34
C 0.552027 1.547302 0.890987 0.540 -0.234 0.265 -0.20
N 0.723029 0.294837 1.515671 -0.272 0.063 -0.088 0.12
C -0.172469 -0.694739 1.082076 -0.007 -0.215 0.219 -0.26
C 0.233583 -1.930707 0.649500 1.287 -0.166 0.107 0.00
C -0.673073 -2.858022 0.217915 0.076 -1.173 -0.435 -0.03
C -2.029447 -2.636661 0.196091 -0.929 0.213 0.030 -0.22
C -2.943433 -3.727871 -0.333477 0.724 0.173 -0.656 -0.13
O -3.861256 -3.225034 -1.327961 -0.938 -0.155 0.892 -0.07
C -5.065139 -3.918799 -1.293933 -0.723 -1.545 -1.301 -0.50
C -6.193418 -3.451671 -0.388421 0.873 0.662 0.105 -0.03
O -5.220554 -4.898155 -1.997118 0.496 1.224 0.732 0.11
C -2.434784 -1.386901 0.656007 -0.978 -0.092 -0.217 -0.56
Br -4.276447 -0.875498 0.718061 0.287 -0.211 0.090 0.84
C -1.533026 -0.445949 1.083339 0.138 1.597 0.335 -0.47
S -2.003011 1.182069 1.648049 -0.085 -0.021 -0.154 1.03
H 4.108167 -3.499397 -0.797849 -0.191 0.051 0.168 0.07
H 4.670701 -3.113722 0.845461 -0.092 0.014 -0.135 0.07
H 3.117808 -2.489628 0.318062 0.053 -0.350 -0.292 0.04
H 5.886414 -1.577801 -0.354985 -0.122 0.233 -0.128 0.11
H 4.699857 -1.308972 -1.606665 -0.258 0.221 0.201 0.11
H 5.138460 0.594041 0.016694 -0.097 -0.087 0.199 0.12
H 4.468576 -0.403219 1.339018 -0.161 0.139 -0.129 0.13
H 3.555466 2.231170 -0.546679 0.070 0.027 0.324 0.13
H 3.565691 1.838738 1.192159 -0.182 -0.051 -0.063 0.14
H 2.200125 3.937454 -0.788857 -0.067 -0.110 0.061 0.14
H 0.619886 3.502886 -3.150228 -0.196 -0.154 0.194 0.09
H -1.078930 3.209664 -2.594023 0.312 0.006 0.141 0.09
H -0.750661 4.052748 -4.092021 0.060 0.094 0.195 0.05
H -2.426873 4.858382 -0.252592 0.264 -0.197 -0.046 0.10
H -3.099797 3.250785 -0.063589 0.390 -0.124 -0.077 0.12
H -3.011911 3.415612 2.380721 0.054 0.093 -0.163 0.06
H -3.773261 4.837683 1.704962 0.118 -0.164 -0.153 0.11
H -1.097914 4.638306 2.855777 0.153 0.197 -0.191 0.07
H -1.615880 5.930991 1.932408 0.329 0.004 0.247 -0.05
H 1.683894 -0.018473 1.496836 -0.085 -0.038 -0.234 0.12
H 1.293035 -2.167813 0.633318 -0.207 0.021 -0.040 0.09
H -0.325453 -3.821340 -0.149899 0.136 0.158 0.081 0.12
H -2.292478 -4.420057 -0.883892 -0.150 -0.138 0.381 0.13
H -3.460478 -4.290335 0.452787 -0.052 0.276 -0.010 0.14
H -6.436161 -2.402009 -0.578199 0.113 -0.138 -0.061 0.06
H -5.804443 -3.479887 0.636814 -0.344 -0.056 -0.053 0.07
H -7.087719 -4.055839 -0.516557 0.286 -0.175 -0.013 0.09
C 3.589984 -6.182562 0.545833 -0.265 -0.140 -0.169 -0.15
O 2.693642 -5.505605 -0.331643 0.027 -0.007 0.074 -0.14
H 4.290072 -5.453858 0.945066 -0.036 0.041 -0.040 0.06
H 3.040471 -6.640968 1.371789 0.130 -0.028 0.071 0.08
H 4.144743 -6.952324 0.003495 0.088 -0.017 0.117 0.08
H 2.082113 -6.162198 -0.676267 -0.019 0.048 -0.051 0.07